No. 1
Molecular formula: C19H9Co2NO8
Method: DFT, the ωB97M-V functional and the def2-TZVPD basis

## Properties
**Maximum force**: 6.740 eV Å⁻¹
**LUMO**: 4.9593 eV
**Total charge**: -2
**Gap between HOMO and LUMO**: 0.140 Eh

Structure (XYZ):
```
39
C19H9Co2NO8 (the ωB97M-V functional and the def2-TZVPD basis)
N 0.3011 -2.2510 0.4325
C -0.7956 -3.1507 -0.3286
O -1.9432 -2.7493 -0.2882
C -0.1902 -4.4597 -0.3571
C 1.1340 -4.4510 -0.0042
C 1.5878 -3.1583 0.4462
O 2.6004 -2.7719 1.0041
H -0.8765 -5.3197 -0.3674
H 1.7107 -5.3395 0.2844
O 0.8858 2.5390 -4.2907
C 0.6396 1.9161 -3.3474
Co 0.5815 0.8998 -1.8715
C 2.1963 0.1968 -1.9498
O 3.2458 -0.2659 -2.0036
C 0.8316 2.3309 -0.8561
O 1.1646 3.2643 -0.2739
C -1.0271 0.0373 -1.8073
C -0.2177 -0.3530 -0.8120
C 0.2603 -0.9461 0.3343
C 0.4497 -0.0716 1.5432
C 1.3021 -0.4279 2.5998
C 1.4087 0.3354 3.7703
C 0.7456 1.5543 3.9015
C -0.0503 1.9936 2.8495
C -0.2021 1.1895 1.7035
Co -1.7475 1.8661 -1.9964
C -1.9837 2.5252 -3.5854
O -2.2035 2.9618 -4.6223
C -1.7712 3.3023 -0.9998
O -1.8797 4.2686 -0.3834
C -3.3758 1.3701 -1.7170
O -4.4680 1.0295 -1.5417
H -1.4553 -0.6877 -2.5266
H -0.1241 -2.4173 1.3305
H 1.8525 -1.3550 2.4724
H 2.0271 -0.0395 4.5776
H 0.8743 2.1557 4.7963
H -0.5564 2.9613 2.9296
H -0.9316 1.5173 0.9547
```



No. 2
Molecular formula: C2
Method: DFT, the ωB97M-V functional and the def2-TZVPD basis

## Properties
**Maximum force**: 0.860 eV Å⁻¹
**LUMO**: -4.7368 eV
**Gap between HOMO and LUMO**: 0.251 Eh

Structure (XYZ):
```
2
C2 (the ωB97M-V functional and the def2-TZVPD basis)
C 0.5222 0.2617 0.2355
C -0.5222 -0.2617 -0.2355
```



No. 3
Molecular formula: C2
Method: DFT, the ωB97M-V functional and the def2-TZVPD basis

## Properties
**Maximum force**: 3.513 eV Å⁻¹
**LUMO**: -2.7436 eV
**Gap between HOMO and LUMO**: 0.188 Eh

Structure (XYZ):
```
2
C2 (the ωB97M-V functional and the def2-TZVPD basis)
C 0.0417 -0.4118 1.4038
C -0.0417 0.4118 -1.4038
```



No. 4
Molecular formula: C20H10F2N4NiO2S
Method: DFT, the ωB97M-V functional and the def2-TZVPD basis

## Properties
**Maximum force**: 0.374 eV Å⁻¹
**LUMO (spin up / spin down)**: 4.7562 / 4.7513 eV
**Total charge**: -2
**Expectation value of S²**: 2.0065
**Gap between HOMO and LUMO (spin up / spin down)**: 0.233 / 0.242 Eh
**2S+1**: 3

Structure (XYZ):
```
40
C20H10F2N4NiO2S (the ωB97M-V functional and the def2-TZVPD basis)
Ni -0.0187 0.4149 -0.3340
O -2.5829 2.1208 2.3135
C -2.0043 2.1326 1.2150
O -1.7450 1.0943 0.5306
C -1.6380 3.4937 0.6342
C -2.5260 4.5288 0.9261
C -2.3472 5.8164 0.4486
C -1.2261 6.0844 -0.3303
C -0.3254 5.0752 -0.6098
C -0.4971 3.7576 -0.1481
S 0.7784 2.6121 -0.5433
H -3.3699 4.2836 1.5586
H -3.0620 6.5972 0.6835
H -1.0510 7.0834 -0.7175
H 0.5550 5.2837 -1.2068
F 4.3729 -0.7901 -3.4124
C 3.7182 -0.8729 -2.2173
C 2.4770 -0.3014 -2.0704
C 1.8002 -0.3792 -0.8483
C 2.4391 -1.0534 0.2155
C 3.6941 -1.6139 0.0071
F 4.3588 -2.2819 1.0040
C 4.3640 -1.5453 -1.1955
C 1.7021 -1.1008 1.5124
C 2.1585 -1.7060 2.6867
C 1.3653 -1.6622 3.8204
C 0.1363 -1.0272 3.7795
C -0.2592 -0.4505 2.5825
N 0.5060 -0.4912 1.4958
H 2.0382 0.2177 -2.9154
H 5.3375 -1.9946 -1.3236
H 3.1145 -2.1998 2.7075
H 1.7146 -2.1284 4.7352
H -0.5095 -0.9694 4.6450
H -1.2066 0.0645 2.4665
N -1.6841 -4.5076 -3.9843
C -1.9901 -3.7146 -3.1890
N -2.4660 -2.8825 -2.2928
C -1.7265 -1.9549 -1.7595
N -1.1278 -1.1401 -1.1886
```



No. 5
Molecular formula: C20H11ClN7O6PtS3
Method: DFT, the ωB97M-V functional and the def2-TZVPD basis

## Properties
**Maximum force**: 0.832 eV Å⁻¹
**LUMO**: 1.4468 eV
**Total charge**: -1
**Gap between HOMO and LUMO**: 0.256 Eh

Structure (XYZ):
```
49
C20H11ClN7O6PtS3 (the ωB97M-V functional and the def2-TZVPD basis)
Pt 0.0580 0.9418 -1.2248
S 2.3484 1.1734 -1.0906
C 2.6104 0.6689 0.5654
C 3.9582 0.3754 0.9195
N 5.0447 0.1109 1.1905
C 1.6119 0.5796 1.4761
S -0.0528 0.9128 1.0671
C 1.8652 0.2935 2.8472
N 2.0403 0.0566 3.9597
O 0.6314 -2.6479 -5.8422
C 0.8593 -3.3620 -4.7579
O 1.1837 -4.5236 -4.8094
C 0.6887 -2.6789 -3.4394
C 0.7956 -3.3052 -2.2087
Cl 1.0421 -4.9347 -1.8139
N 0.5930 -2.3897 -1.2397
N 0.3604 -1.1903 -1.7850
C 0.4152 -1.3379 -3.0991
C 0.2117 -0.1119 -3.9462
O 0.1636 -0.2186 -5.1709
O 0.1190 0.9879 -3.3129
C 0.5697 -2.5860 0.1759
C -0.6132 -2.3427 0.8517
C -0.6409 -2.5365 2.2251
C 0.4967 -2.9633 2.8922
C 1.6768 -3.1917 2.1965
C 1.7213 -2.9999 0.8263
H 0.4178 -1.6825 -5.6364
H -1.4777 -1.9831 0.3078
H -1.5484 -2.3273 2.7749
H 0.4750 -3.0874 3.9662
H 2.5721 -3.4887 2.7251
H 2.6371 -3.1479 0.2694
C -3.6678 3.0564 2.4662
C -2.3995 3.6570 1.9451
C -1.6389 4.5540 2.6869
C -0.4713 5.0131 2.1068
N -0.0538 4.6103 0.9117
C -0.8408 3.7374 0.2901
S -0.3401 3.2028 -1.3313
N -2.0057 3.2709 0.7358
H -4.1824 3.7321 3.1490
H -3.4386 2.1371 3.0092
H -4.3189 2.7985 1.6344
H -1.9504 4.8862 3.6674
H 0.1675 5.7212 2.6247
O -2.8278 1.6655 -2.5555
N -2.9665 0.6759 -1.9126
O -1.8994 0.2184 -1.2870
```



Total energy for the records above, in order: -112966.7216; -2064.7269; -2056.3367; -88274.1077; -91910.7974 eV